No. 1
C28H18Cl64NO4 | wB97M-V/def2-TZVPD

CARTESIAN COORDINATES (ANGSTROEM)
C1 4.757 -4.183 -1.223
C2 3.954 -3.701 -2.423
O1 4.797 -2.911 -3.253
C3 4.216 -2.499 -4.472
C4 4.015 -0.977 -4.440
C5 2.769 -0.636 -3.657
C6 1.558 -0.701 -4.317
N1 0.426 -0.426 -3.626
C7 0.410 -0.090 -2.335
C8 -0.914 0.187 -1.670
O2 -1.965 -0.567 -2.204
C9 -1.806 -1.962 -2.013
C10 1.602 0.010 -1.642
C11 2.779 -0.265 -2.305
C12 4.072 -0.212 -1.550
O3 4.291 -1.039 -0.716
O4 4.924 0.788 -1.855
H1 5.756 -3.760 -1.298
H2 4.333 -3.808 -0.295
H3 4.823 -5.264 -1.169
H4 3.514 -4.523 -2.993
H5 3.111 -3.094 -2.066
H6 4.914 -2.751 -5.270
H7 3.261 -3.002 -4.643
H8 3.891 -0.602 -5.455
H9 4.885 -0.505 -3.996
H10 1.470 -0.973 -5.354
H11 -0.480 -0.500 -4.084
H12 -0.825 -0.016 -0.598
H13 -1.161 1.244 -1.763
H14 -2.753 -2.420 -2.272
H15 -1.041 -2.408 -2.654
H16 -1.589 -2.212 -0.971
H17 1.608 0.300 -0.603
H18 5.451 0.879 -1.044
C13 5.709 -1.646 2.730
Cl1 6.045 -1.519 4.453
Cl2 6.258 -0.164 1.927
Cl3 6.554 -3.034 2.051
Cl4 3.963 -1.855 2.444
C14 -3.555 3.175 -4.292
Cl5 -3.325 4.284 -5.636
Cl6 -3.542 4.064 -2.769
Cl7 -5.086 2.318 -4.468
Cl8 -2.224 1.992 -4.283
C15 2.437 -1.709 6.949
Cl9 2.181 -3.405 7.369
Cl10 3.607 -0.994 8.065
Cl11 3.061 -1.598 5.298
Cl12 0.901 -0.840 7.062
C16 10.303 -3.586 -0.112
Cl13 11.305 -4.412 -1.304
Cl14 9.355 -2.321 -0.909
Cl15 9.200 -4.746 0.639
Cl16 11.327 -2.861 1.128
C17 -2.900 0.083 8.511
Cl17 -3.132 -1.618 8.929
Cl18 -1.711 0.807 9.595
Cl19 -2.308 0.210 6.839
Cl20 -4.434 0.942 8.669
C18 1.816 2.455 4.173
Cl21 2.112 2.572 5.908
Cl22 2.376 3.931 3.378
Cl23 2.682 1.058 3.528
Cl24 0.085 2.248 3.879
C19 -3.534 7.605 -7.958
Cl25 -3.435 8.750 -9.293
Cl26 -3.505 8.477 -6.422
Cl27 -5.025 6.668 -8.071
Cl28 -2.161 6.488 -8.021
C20 2.468 3.462 -4.852
Cl29 0.757 3.270 -4.439
Cl30 2.971 5.130 -4.614
Cl31 3.411 2.390 -3.807
Cl32 2.711 2.993 -6.539
C21 -5.171 -3.674 5.765
Cl33 -6.892 -3.693 6.158
Cl34 -4.524 -2.052 6.009
Cl35 -4.313 -4.809 6.813
Cl36 -4.948 -4.154 4.075
C22 -6.139 -2.337 -1.492
Cl37 -5.928 -2.634 0.234
Cl38 -7.854 -2.266 -1.881
Cl39 -5.361 -0.810 -1.929
Cl40 -5.381 -3.651 -2.410
C23 -8.577 5.622 -6.857
Cl41 -10.232 5.263 -6.367
Cl42 -8.235 7.332 -6.581
Cl43 -7.451 4.637 -5.910
Cl44 -8.377 5.249 -8.574
C24 -0.933 2.813 13.148
Cl45 -2.471 1.955 13.265
Cl46 -0.092 2.303 11.676
Cl47 -1.229 4.552 13.075
Cl48 0.065 2.440 14.553
C25 -2.788 4.476 6.841
Cl49 -4.159 3.447 6.425
Cl50 -2.966 6.049 6.051
Cl51 -2.727 4.697 8.593
Cl52 -1.299 3.702 6.290
C26 4.410 -7.205 -4.845
Cl53 3.695 -7.590 -3.274
Cl54 5.912 -6.311 -4.608
Cl55 4.729 -8.696 -5.725
Cl56 3.275 -6.207 -5.772
C27 -8.188 5.135 5.939
Cl57 -8.512 4.350 4.389
Cl58 -9.330 6.459 6.179
Cl59 -8.369 3.955 7.243
Cl60 -6.538 5.760 5.946
C28 -1.182 -4.126 -5.589
Cl61 -1.418 -4.882 -7.154
Cl62 0.165 -4.889 -4.737
Cl63 -0.791 -2.401 -5.839
Cl64 -2.649 -4.273 -4.630

charge = +1
HOMO energy = -0.446 Eh
frontier orbital gap = 0.3020 Eh
calculated total energy = -30885.30505 a.u.


No. 2
C43H109N7O | wB97M-V/def2-TZVPD

CARTESIAN COORDINATES (ANGSTROEM)
C1 -3.475 -6.735 -6.243
C2 -3.352 -5.373 -5.572
N1 -4.212 -5.412 -4.364
C3 -5.608 -5.737 -4.519
C4 -6.464 -4.776 -5.370
C5 -4.034 -4.121 -3.688
C6 -2.796 -4.098 -2.779
H1 -2.668 -6.849 -6.971
H2 -4.455 -6.812 -6.712
H3 -3.397 -7.557 -5.533
H4 -2.316 -5.214 -5.275
H5 -3.632 -4.581 -6.278
H6 -5.721 -6.772 -4.845
H7 -5.980 -5.761 -3.491
H8 -7.458 -5.219 -5.431
H9 -6.557 -3.835 -4.825
H10 -6.053 -4.528 -6.347
H11 -4.909 -3.966 -3.049
H12 -3.976 -3.275 -4.383
H13 -2.584 -5.124 -2.468
H14 -2.840 -3.462 -1.899
H15 -1.955 -3.827 -3.423
C7 7.363 3.674 2.270
C8 5.991 3.840 1.581
N2 5.200 2.623 1.465
C9 5.920 1.659 0.621
C10 5.442 0.233 0.981
C11 3.853 2.994 0.976
C12 3.802 3.606 -0.428
H16 7.649 4.579 2.807
H17 8.131 3.434 1.535
H18 7.364 2.889 3.027
H19 5.478 4.628 2.144
H20 6.103 4.365 0.623
H21 5.913 1.831 -0.461
H22 6.991 1.655 0.825
H23 4.638 -0.073 0.303
H24 6.222 -0.518 0.873
H25 4.986 0.246 1.969
H26 3.408 3.658 1.716
H27 3.268 2.072 0.941
H28 4.325 2.945 -1.127
H29 4.392 4.508 -0.602
H30 2.783 3.757 -0.782
C13 -3.461 -0.055 -2.392
C14 -1.956 -0.382 -2.405
N3 -1.478 0.348 -1.176
C15 -0.007 0.586 -1.231
C16 0.320 1.668 -2.253
C17 -1.693 -0.425 0.085
C18 -1.812 0.570 1.231
H31 -4.005 -0.718 -1.716
H32 -3.826 -0.050 -3.419
H33 -3.637 0.921 -1.943
H34 -1.649 -1.412 -2.208
H35 -1.582 -0.072 -3.379
H36 0.258 1.037 -0.271
H37 0.638 -0.301 -1.192
H38 -0.398 2.468 -2.068
H39 1.306 2.119 -2.109
H40 0.324 1.398 -3.311
H41 -0.856 -1.099 0.300
H42 -2.600 -1.015 -0.060
H43 -1.962 0.078 2.192
H44 -2.704 1.182 1.064
H45 -1.002 1.294 1.235
C19 7.095 2.751 -3.368
C20 6.551 3.603 -4.533
N4 5.282 4.251 -4.215
C21 4.185 3.331 -4.491
C22 2.811 3.879 -4.219
C23 5.164 5.557 -4.877
C24 5.295 5.488 -6.409
H46 7.204 3.423 -2.509
H47 8.118 2.403 -3.494
H48 6.329 2.029 -3.091
H49 7.282 4.360 -4.820
H50 6.471 2.921 -5.390
H51 4.340 2.437 -3.881
H52 4.220 2.984 -5.535
H53 2.752 4.329 -3.226
H54 2.024 3.126 -4.279
H55 2.569 4.606 -4.998
H56 4.200 5.968 -4.584
H57 5.929 6.258 -4.540
H58 4.450 4.954 -6.850
H59 5.342 6.438 -6.947
H60 6.218 5.014 -6.749
C25 3.472 3.697 5.137
C26 2.407 2.863 4.395
N5 1.590 2.107 5.317
C27 1.385 0.705 5.016
C28 0.450 0.473 3.811
C29 0.351 2.804 5.636
C30 -0.366 2.386 6.900
H61 4.011 3.058 5.838
H62 3.041 4.521 5.711
H63 4.227 4.127 4.475
H64 1.821 3.517 3.740
H65 3.057 2.202 3.815
H66 2.388 0.350 4.764
H67 1.007 0.140 5.869
H68 0.729 1.180 3.027
H69 0.538 -0.526 3.378
H70 -0.586 0.630 4.109
H71 -0.366 2.765 4.806
H72 0.631 3.845 5.826
H73 0.139 2.503 7.859
H74 -0.644 1.328 6.844
H75 -1.299 2.950 6.950
C31 -2.212 -3.932 2.188
C32 -0.799 -3.767 2.676
N6 0.190 -3.581 1.627
C33 1.541 -3.386 2.119
C34 2.408 -2.565 1.144
C35 0.100 -4.568 0.568
C36 0.294 -6.036 1.003
H76 -2.869 -3.750 3.039
H77 -2.323 -4.971 1.870
H78 -2.442 -3.263 1.359
H79 -0.776 -2.844 3.267
H80 -0.528 -4.604 3.336
H81 1.599 -2.743 2.999
H82 2.086 -4.321 2.289
H83 2.406 -3.025 0.156
H84 1.948 -1.579 1.029
H85 3.387 -2.399 1.590
H86 0.846 -4.384 -0.207
H87 -0.857 -4.528 0.044
H88 0.568 -6.632 0.134
H89 -0.587 -6.470 1.479
H90 1.076 -6.117 1.761
C37 -6.557 -0.508 2.163
C38 -5.770 -1.718 2.547
N7 -5.525 -1.914 3.990
C39 -6.760 -1.893 4.774
C40 -7.736 -2.954 4.291
C41 -4.625 -0.867 4.462
C42 -3.907 -1.373 5.730
H91 -7.635 -0.498 2.322
H92 -6.490 -0.497 1.065
H93 -6.109 0.460 2.396
H94 -6.268 -2.607 2.142
H95 -4.831 -1.832 1.999
H96 -6.559 -2.047 5.828
H97 -7.314 -0.976 4.529
H98 -8.199 -2.742 3.321
H99 -7.271 -3.913 4.026
H100 -8.567 -3.247 4.933
H101 -5.094 0.107 4.654
H102 -3.837 -0.706 3.724
H103 -3.176 -2.130 5.439
H104 -4.551 -1.925 6.412
H105 -3.428 -0.543 6.253
C43 -1.297 5.286 -4.167
O1 -2.268 5.730 -5.080
H106 -1.178 4.202 -4.076
H107 -0.305 5.694 -4.360
H108 -1.489 5.583 -3.129
H109 -3.116 5.844 -4.647

HOMO energy = -0.297 Eh
frontier orbital gap = 0.3211 Eh
calculated total energy = -2162.05779 a.u.
SMILES string = CCN(CC)CC.CCN(CC)CC.CCN(CC)CC.CCN(CC)CC.CCN(CC)CC.CCN(CC)CC.CCN(CC)CC.CO


No. 3
C20H54O8 | wB97M-V/def2-TZVPD

CARTESIAN COORDINATES (ANGSTROEM)
C1 -5.787 -1.390 -0.120
C2 -5.836 0.012 0.499
C3 -7.249 0.119 1.193
O1 -4.827 0.266 1.329
H1 -4.935 -1.411 -0.729
H2 -6.423 -1.274 -0.882
H3 -5.951 -2.082 0.669
H4 -5.703 0.777 -0.391
H5 -8.092 0.214 0.351
H6 -7.314 1.190 1.738
H7 -7.501 -0.733 1.785
H8 -3.939 -0.071 0.849
C4 0.705 4.409 -2.293
C5 -0.445 3.715 -3.033
C6 -0.072 2.877 -4.290
O2 -1.094 2.900 -2.097
H9 1.186 5.013 -2.977
H10 1.501 3.948 -1.777
H11 0.223 5.240 -1.716
H12 -1.066 4.560 -3.405
H13 0.489 2.038 -4.327
H14 0.480 3.535 -5.028
H15 -1.102 2.529 -4.733
H16 -1.302 3.432 -1.417
C7 -0.386 2.073 4.490
C8 -0.228 2.342 2.931
C9 -1.165 3.270 2.319
O3 1.013 2.898 2.866
H17 -0.160 2.959 5.038
H18 0.306 1.277 4.674
H19 -1.535 1.746 4.620
H20 -0.196 1.287 2.471
H21 -2.015 2.719 2.085
H22 -0.985 3.686 1.355
H23 -1.411 4.194 2.970
H24 1.642 2.229 2.747
C10 4.289 -3.406 -2.702
C11 2.996 -3.985 -3.112
C12 1.863 -3.622 -2.277
O4 2.723 -3.576 -4.485
H25 4.795 -3.595 -1.779
H26 4.371 -2.326 -2.824
H27 5.008 -3.812 -3.602
H28 3.223 -5.126 -3.019
H29 2.196 -3.841 -1.241
H30 0.957 -4.274 -2.434
H31 1.278 -2.648 -2.330
H32 3.541 -3.831 -5.075
C13 4.420 -0.067 -0.282
C14 4.801 1.319 0.374
C15 3.656 2.394 0.141
O5 5.074 1.189 1.733
H33 5.441 -0.537 -0.542
H34 3.852 0.185 -1.200
H35 3.720 -0.698 0.218
H36 5.614 1.805 -0.179
H37 4.038 3.347 -0.032
H38 2.914 2.332 0.914
H39 3.133 2.352 -0.895
H40 5.693 0.407 1.883
C16 0.824 -4.336 1.963
C17 -0.570 -3.635 2.372
C18 -0.376 -2.501 3.328
O6 -1.221 -2.989 1.250
H41 1.486 -3.559 1.566
H42 0.586 -5.200 1.250
H43 1.221 -4.606 3.022
H44 -1.190 -4.433 3.038
H45 -1.317 -1.900 3.510
H46 0.505 -1.808 3.059
H47 -0.409 -3.025 4.283
H48 -1.597 -3.651 0.856
O7 0.684 0.901 -1.133
C19 -0.174 -0.240 -0.687
C20 -1.513 0.422 -0.270
O8 -2.375 -0.566 0.463
H49 0.200 1.521 -1.652
H50 -0.226 -0.907 -1.449
H51 0.412 -0.653 0.170
H52 -2.162 0.690 -1.191
H53 -1.402 1.161 0.391
H54 -1.811 -1.162 0.844

HOMO energy = -0.326 Eh
frontier orbital gap = 0.3430 Eh
relative energy (zero: lowest compared OMol25 entry of this formula, charge and spin) = 813.79 kJ/mol
calculated total energy = -1396.01151 a.u.
SMILES string = CC(C)O.CC(C)O.CC(C)O.CC(C)O.CC(C)O.CC(C)O.OCCO


No. 4
C17H52O15 | wB97M-V/def2-TZVPD

CARTESIAN COORDINATES (ANGSTROEM)
C1 0.131 -0.095 0.301
O1 0.316 1.230 0.558
H1 0.468 -0.333 -0.708
H2 0.509 -0.795 1.046
H3 -0.955 -0.175 0.240
H4 0.236 1.361 1.506
C2 3.665 -2.344 0.517
C3 4.816 -3.180 -0.102
O2 4.440 -4.549 -0.236
O3 2.500 -2.505 -0.361
H5 3.888 -1.278 0.555
H6 3.462 -2.688 1.532
H7 5.680 -3.036 0.546
H8 5.093 -2.800 -1.085
H9 4.053 -4.763 0.616
H10 2.638 -2.095 -1.218
C4 -3.258 -2.878 -2.238
C5 -2.148 -2.222 -1.398
O4 -2.182 -2.646 -0.041
O5 -3.056 -2.641 -3.609
H11 -4.239 -2.587 -1.861
H12 -3.171 -3.961 -2.159
H13 -2.162 -1.132 -1.419
H14 -1.216 -2.468 -1.906
H15 -1.307 -2.936 0.224
H16 -3.657 -1.939 -3.866
C6 0.691 -0.816 -3.832
C7 2.064 -0.336 -3.339
O6 2.908 -1.368 -2.757
O7 0.837 -1.562 -4.988
H17 -0.007 -0.046 -4.161
H18 0.205 -1.417 -3.063
H19 1.916 0.477 -2.628
H20 2.624 0.061 -4.185
H21 3.779 -1.135 -3.088
H22 1.226 -2.392 -4.705
C8 1.287 -5.560 2.417
C9 0.292 -4.394 2.271
O8 0.237 -3.893 0.961
O9 2.602 -5.101 2.282
H23 1.118 -6.243 1.584
H24 1.259 -6.158 3.328
H25 0.512 -3.586 2.969
H26 -0.732 -4.668 2.527
H27 1.149 -3.687 0.742
H28 3.116 -5.912 2.283
C10 -0.808 -0.101 3.766
C11 -2.246 0.158 3.276
O10 -2.887 1.050 4.157
O11 0.018 1.072 3.699
H29 -0.324 -0.901 3.207
H30 -0.794 -0.323 4.833
H31 -2.652 -0.850 3.362
H32 -2.177 0.473 2.235
H33 -2.627 1.941 3.913
H34 -0.237 1.602 4.457
C12 -0.287 4.711 -2.548
C13 0.422 4.183 -1.335
O12 0.767 2.838 -1.651
O13 -0.606 6.058 -2.405
H35 -1.191 4.116 -2.683
H36 0.271 4.595 -3.478
H37 -0.229 4.258 -0.464
H38 1.334 4.755 -1.163
H39 0.638 2.317 -0.855
H40 -1.141 6.309 -3.162
C14 0.516 4.594 2.760
C15 1.112 5.897 3.355
O14 1.985 6.510 2.447
H41 1.337 3.904 2.564
H42 0.054 4.786 1.792
H43 -0.268 4.198 3.405
H44 1.719 5.637 4.223
H45 0.365 6.658 3.580
H46 1.462 6.881 1.733
C16 -4.469 0.966 -1.064
C17 -3.253 1.690 -1.637
O15 -3.447 3.056 -1.684
H47 -5.317 0.892 -1.745
H48 -4.743 1.470 -0.136
H49 -4.331 -0.088 -0.825
H50 -3.049 1.287 -2.629
H51 -2.398 1.404 -1.025
H52 -4.146 3.194 -2.328

charge = +1
HOMO energy (spin up / spin down) = -0.429 / -0.429 Eh
frontier orbital gap (spin up / spin down) = 0.3303 / 0.0812 Eh
multiplicity = 2
relative energy (zero: lowest compared OMol25 entry of this formula, charge and spin) = 0.00 kJ/mol
calculated total energy = -1806.97833 a.u.
expectation value of S² = 0.76


No. 5
C5H9NO | wB97M-V/def2-TZVPD

CARTESIAN COORDINATES (ANGSTROEM)
C1 -2.904 -0.834 -0.307
C2 -0.650 -0.888 -0.337
N1 -1.704 -0.691 -1.139
O1 0.359 -0.090 -0.678
C3 1.313 -0.080 0.364
C4 1.662 1.248 0.945
C5 2.643 0.497 0.068
H1 -2.737 -1.668 0.383
H2 -3.038 0.063 0.313
H3 -3.787 -1.011 -0.912
H4 -1.667 0.063 -1.834
H5 1.195 -0.935 1.020
H6 1.179 2.118 0.511
H7 1.837 1.308 2.016
H8 2.792 0.876 -0.937
H9 3.507 0.025 0.523

HOMO energy = -0.316 Eh
frontier orbital gap = 0.3596 Eh
relative energy (zero: lowest compared OMol25 entry of this formula, charge and spin) = 364.51 kJ/mol
calculated total energy = -325.79872 a.u.


No. 6
C6H6NO2 | wB97M-V/def2-TZVPD

CARTESIAN COORDINATES (ANGSTROEM)
C1 -1.319 -0.968 -0.005
C2 -0.923 0.348 -0.485
C3 -0.268 0.112 -1.790
C4 -0.410 1.256 0.531
C5 1.196 -0.652 1.031
C6 -0.465 -1.652 -0.745
N1 0.938 0.612 0.680
O1 0.078 0.818 -2.634
O2 -0.096 -1.347 -1.921
H1 -1.876 -1.281 0.858
H2 -0.182 2.295 0.170
H3 -0.976 1.159 1.518
H4 0.456 -1.063 1.683
H5 2.250 -0.934 0.828
H6 1.598 1.298 0.281

charge = +1
HOMO energy (spin up / spin down) = -0.493 / -0.510 Eh
frontier orbital gap (spin up / spin down) = 0.2820 / 0.2765 Eh
relative energy (zero: lowest compared OMol25 entry of this formula, charge and spin) = 376.87 kJ/mol
calculated total energy = -436.98773 a.u.


No. 7
C5H14O2 | wB97M-V/def2-TZVPD

CARTESIAN COORDINATES (ANGSTROEM)
C1 -2.533 -1.976 -1.128
C2 -1.406 -1.257 -0.472
C3 -1.176 -0.774 0.804
C4 0.153 -0.707 1.479
C5 0.078 -0.123 2.926
H1 -2.459 -2.108 -2.187
H2 -2.857 -2.897 -0.563
H3 -3.625 -1.469 -0.826
H4 -0.694 -0.785 -1.184
H5 -2.192 -0.434 1.147
H6 1.025 -0.229 0.949
H7 0.514 -1.786 1.671
H8 -0.782 0.459 3.134
H9 0.146 -0.972 3.784
H10 0.968 0.517 3.009
O1 4.038 1.982 -0.031
H11 4.966 1.916 -0.327
H12 3.972 1.322 0.721
O2 -0.234 1.851 -3.073
H13 0.670 2.130 -3.110
H14 -0.784 2.685 -3.053

HOMO energy = -0.286 Eh
frontier orbital gap = 0.3105 Eh
relative energy (zero: lowest compared OMol25 entry of this formula, charge and spin) = 309.39 kJ/mol
calculated total energy = -349.25796 a.u.
SMILES string = C/C=C/CC.O.O